[1]
A 2-piece molecular cluster, C6H16 overall. Source: OMol25; level of theory: ωB97M-V/def2-TZVPD.

CARTESIAN COORDINATES (ANGSTROEM)
C -2.11 0.06 0.72
C -0.84 0.86 0.50
C -0.82 1.39 -0.89
C -0.58 1.98 1.57
H -2.57 -0.40 -0.16
H -2.87 0.72 1.25
H -1.89 -0.83 1.32
H 0.09 0.25 0.75
H -1.07 0.66 -1.67
H -1.53 2.22 -0.99
H 0.19 1.69 -1.23
H -1.07 1.61 2.46
H 0.44 2.29 1.69
H -1.17 2.86 1.17
C 2.56 -2.41 -1.13
C 1.46 -1.50 -0.47
H 3.27 -1.78 -1.65
H 3.00 -3.02 -0.37
H 2.03 -3.01 -1.88
H 1.55 -0.43 -0.62
H 0.51 -1.71 -0.98
H 1.44 -1.50 0.63

Computed properties:
F_max: 3.3 eV Å⁻¹
SMILES string: CC(C)C.CC
Kohn-Sham gap: 11.44 eV

=====

[2]
A 2-piece molecular cluster, C6H16 overall. Source: OMol25; level of theory: ωB97M-V/def2-TZVPD.

CARTESIAN COORDINATES (ANGSTROEM)
C 2.18 -0.40 1.57
C 1.86 -0.80 0.13
C 2.68 -0.14 -0.98
H 1.29 -0.59 2.14
H 2.92 -1.07 1.99
H 2.48 0.61 1.83
H 0.80 -0.67 -0.07
H 1.94 -1.89 0.07
H 2.02 0.04 -1.84
H 3.49 -0.76 -1.34
H 3.07 0.84 -0.72
C -1.81 1.00 0.80
C -1.71 0.39 -0.61
C -3.12 -0.08 -1.07
H -0.89 0.83 1.37
H -1.90 2.08 0.73
H -2.61 0.55 1.38
H -1.32 1.15 -1.28
H -1.02 -0.45 -0.64
H -3.86 0.35 -0.41
H -3.32 0.17 -2.11
H -3.17 -1.16 -0.95

Computed properties:
F_max: 1.3 eV Å⁻¹
SMILES string: CCC.CCC
Kohn-Sham gap: 12.12 eV

=====

[3]
A 2-piece molecular cluster, C6H16 overall. Source: OMol25; level of theory: ωB97M-V/def2-TZVPD.

CARTESIAN COORDINATES (ANGSTROEM)
C -0.22 -2.90 0.29
C -0.14 -1.46 -0.19
C 1.03 -1.23 -1.13
C -1.57 -1.24 -0.69
H -1.20 -3.39 0.57
H 0.35 -3.08 1.19
H 0.17 -3.43 -0.54
H 0.02 -1.03 0.89
H 1.96 -1.82 -0.79
H 0.86 -1.56 -2.12
H 1.29 -0.34 -1.42
H -2.24 -1.00 0.10
H -1.60 -0.33 -1.26
H -1.92 -2.19 -1.23
C 0.07 3.22 1.50
C 0.77 3.02 0.18
H -0.48 4.09 1.39
H -0.71 2.49 1.75
H 0.70 3.38 2.44
H 1.35 2.08 0.04
H 1.45 3.68 -0.31
H 0.05 3.03 -0.68

Computed properties:
F_max: 6.3 eV Å⁻¹
SMILES string: CC(C)C.CC
Kohn-Sham gap: 11.55 eV